A structure of composition C17H12Cl5IrN2O2S2, computed with ωB97M-V with the def2-TZVPD basis set.

Results
- relative energy (zero: lowest compared OMol25 entry of this formula, charge and spin) (eV) = 2.655
- total charge = +1
- 2S+1 = 2
- gap between HOMO and LUMO (spin up / spin down) (eV) = 6.42 / 5.61

Last column: Mulliken charge in e.
Atoms and positions in Å:
Ir -0.640 1.195 -0.072  0.826
Cl -2.325 3.570 0.189  -0.124
C -1.876 3.367 -1.469  0.702
C -1.100 2.241 -1.765  -0.702
C -0.603 2.173 -3.071  1.149
Cl 0.551 0.985 -3.592  -0.240
C -0.958 3.128 -4.035  -0.288
Cl -0.362 3.007 -5.638  -0.154
C -1.796 4.190 -3.707  0.514
Cl -2.246 5.343 -4.887  -0.148
C -2.242 4.330 -2.395  -0.415
Cl -3.208 5.660 -1.927  -0.147
O -0.316 1.965 1.953  -0.612
C 0.044 0.746 2.093  0.308
O 0.878 0.250 1.272  -0.581
C -0.825 -0.171 2.879  0.462
C -0.498 -0.763 4.085  -0.551
C -1.388 -1.646 4.680  -0.544
C -2.581 -1.956 4.047  -0.639
C -2.900 -1.389 2.820  -0.667
C -2.036 -0.472 2.236  0.657
S -2.593 0.298 0.729  -0.218
H 0.443 -0.527 4.565  0.471
H -1.145 -2.096 5.632  0.407
H -3.269 -2.655 4.503  0.401
H -3.824 -1.654 2.321  0.450
S -0.583 -0.807 -1.187  -0.260
C 1.076 -1.344 -0.914  0.282
N 1.221 -2.528 -0.352  -0.143
C 2.522 -3.145 -0.079  -0.580
C 3.563 -2.572 -1.025  -0.631
C 3.495 -1.053 -1.001  -0.615
N 2.121 -0.636 -1.285  0.211
H 0.382 -2.962 0.002  0.220
H 2.420 -4.221 -0.207  0.386
H 2.788 -2.947 0.962  0.321
H 3.380 -2.929 -2.040  0.299
H 4.553 -2.909 -0.725  0.356
H 4.138 -0.615 -1.761  0.421
H 3.795 -0.658 -0.028  0.281
H 1.941 0.207 -1.811  0.132

=====

A structure of composition C17H12F5N3OS2SeTl, computed with ωB97M-V with the def2-TZVPD basis set.

Results
- relative energy (zero: lowest compared OMol25 entry of this formula, charge and spin) (eV) = 0.000
- total charge = -1
- 2S+1 = 1
- gap between HOMO and LUMO (eV) = 6.26

Last column: Mulliken charge in e.
Atoms and positions in Å:
Tl 3.819 -1.351 -0.285  0.361
N 0.011 -1.096 -1.633  -0.804
N 0.308 0.263 -1.332  0.288
C 2.534 1.267 -0.615  -0.040
N 3.106 2.153 0.304  -0.535
S 3.511 0.795 -1.993  -0.386
H 0.874 -1.568 -1.919  0.226
H -0.270 -1.501 -0.743  0.360
H 0.205 0.844 -2.160  0.423
H 2.648 2.186 1.204  0.193
H 4.109 2.052 0.374  0.265
C -4.963 3.787 2.007  -0.748
C -4.943 5.183 1.435  0.599
O -5.814 5.986 1.668  -0.583
S -3.617 5.695 0.357  -0.150
C -2.556 4.290 0.222  -0.668
C -1.470 4.134 1.085  -0.263
C -0.653 3.027 0.999  -0.527
C -0.880 2.023 0.035  0.509
C -1.975 2.200 -0.834  -0.510
C -2.786 3.315 -0.747  -0.147
C -0.063 0.844 -0.006  -0.635
C 1.311 0.752 -0.385  0.210
H -5.159 3.875 3.076  0.290
H -4.051 3.225 1.836  0.234
H -5.805 3.259 1.557  0.235
H -1.274 4.894 1.832  0.396
H 0.177 2.920 1.686  0.270
H -2.196 1.438 -1.573  0.436
H -3.621 3.431 -1.427  0.404
F 2.049 -7.836 1.382  -0.314
C 2.246 -6.801 0.553  0.647
C 3.483 -6.595 -0.026  0.036
F 4.490 -7.435 0.251  -0.304
C 3.673 -5.526 -0.884  0.705
F 4.895 -5.385 -1.414  -0.302
C 2.660 -4.625 -1.200  -0.743
Se 2.938 -3.159 -2.382  -0.406
C 1.432 -4.865 -0.589  0.665
F 0.391 -4.050 -0.816  -0.284
C 1.215 -5.927 0.269  -0.096
F 0.013 -6.118 0.830  -0.311

=====

A structure of composition C17H13CdF3IN2S2, computed with ωB97M-V with the def2-TZVPD basis set.

Results
- total charge = -1
- 2S+1 = 1
- gap between HOMO and LUMO (eV) = 7.18

Last column: Mulliken charge in e.
Atoms and positions in Å:
Cd -1.224 0.131 0.659  0.810
F -0.112 6.276 -1.260  -0.302
C -0.981 5.233 -1.145  0.717
F -0.983 4.617 -2.329  -0.212
F -2.206 5.791 -0.983  -0.259
C -0.602 4.358 0.014  -0.277
C 0.105 4.943 1.050  -0.184
C 0.476 4.209 2.163  -0.878
C 0.115 2.873 2.192  -0.239
N -0.568 2.313 1.203  -0.451
C -0.970 2.998 0.111  0.852
S -1.917 2.058 -0.986  -0.520
H 0.378 5.988 0.975  0.435
H 1.030 4.650 2.979  0.386
H 0.355 2.167 2.981  0.278
C 1.560 -0.109 -1.191  -0.601
C 1.145 -1.489 -0.765  0.825
C 2.011 -2.587 -0.963  -0.659
C 1.597 -3.828 -0.593  -0.843
C 0.326 -4.011 -0.002  1.504
C -0.122 -5.287 0.402  -0.831
C -1.340 -5.403 1.008  -0.548
C -2.129 -4.265 1.242  -0.504
C -1.738 -2.994 0.871  0.077
S -2.806 -1.655 1.243  -0.521
C -0.475 -2.865 0.199  -0.021
N -0.038 -1.640 -0.220  -0.428
H 2.648 -0.081 -1.291  0.392
H 1.308 0.590 -0.389  0.075
H 1.261 1.272 -2.838  0.347
H 2.990 -2.422 -1.393  0.393
H 2.239 -4.691 -0.728  0.363
H 0.515 -6.147 0.235  0.323
H -1.702 -6.372 1.329  0.351
H -3.078 -4.374 1.751  0.387
I 1.057 -0.457 2.676  -0.652
C 0.908 0.293 -2.512  -1.141
H -0.178 0.353 -2.406  0.184
H 1.140 -0.436 -3.293  0.369

=====

A structure of composition C17H13ClN2O6Pt at a distorted geometry, computed with ωB97M-V with the def2-TZVPD basis set.

Results
- total charge = -2
- 2S+1 = 3
- gap between HOMO and LUMO (spin up / spin down) (eV) = 2.67 / 2.66

Last column: Mulliken charge in e.
Atoms and positions in Å:
C -2.545 -1.069 -0.062  -0.336
C -1.744 -1.143 -1.282  -0.614
C -1.426 0.164 -1.702  -0.189
H -1.489 -2.066 -1.798  0.323
C -1.854 1.123 -0.764  -0.460
C -2.500 0.462 0.349  -0.963
H -3.202 0.934 1.042  0.526
H -3.370 -1.735 0.241  0.455
H -1.004 0.419 -2.670  0.421
H -1.854 2.196 -0.893  0.387
Pt -1.157 -0.735 1.327  0.850
Cl 0.369 -2.446 1.620  -0.696
C 2.427 0.070 -0.152  -0.265
C 2.114 1.352 -0.695  -0.513
C 1.937 1.186 -2.101  -0.689
H 1.971 2.265 -0.121  0.369
C 2.123 -0.195 -2.414  -0.469
C 2.448 -0.883 -1.217  -0.764
H 2.637 -1.947 -1.110  0.347
H 2.592 -0.153 0.898  0.423
H 1.766 1.988 -2.820  0.372
H 2.073 -0.634 -3.415  0.351
O -1.134 2.380 2.552  -0.693
C -0.462 1.423 2.914  0.147
O 0.135 0.510 2.132  -0.485
C -0.169 1.119 4.366  0.195
C 0.667 0.065 4.786  -0.307
C 0.826 -0.180 6.169  -0.212
C 0.115 0.566 7.116  -0.238
C -0.704 1.614 6.679  -0.082
C -0.847 1.895 5.310  -0.554
N -1.472 2.366 7.629  0.994
O -1.362 2.074 8.838  -0.629
O -2.223 3.272 7.214  -0.607
N 1.674 -1.262 6.589  1.009
O 2.289 -1.902 5.709  -0.578
O 1.762 -1.533 7.805  -0.637
H 1.197 -0.554 4.063  0.677
H 0.163 0.325 8.173  0.548
H -1.468 2.715 4.965  0.587

=====

A structure of composition C17H13N2O2PdS4, computed with ωB97M-V with the def2-TZVPD basis set.

Results
- relative energy (zero: lowest compared OMol25 entry of this formula, charge and spin) (eV) = 0.000
- total charge = -1
- 2S+1 = 1
- gap between HOMO and LUMO (eV) = 6.94

Last column: Mulliken charge in e.
Atoms and positions in Å:
Pd 2.298 0.117 1.574  0.396
C -1.547 2.844 -4.625  -1.408
C -1.340 2.559 -3.161  0.993
C -2.412 2.499 -2.282  -0.692
C -2.214 2.240 -0.931  -0.190
C -0.933 2.037 -0.456  0.171
C 0.157 2.095 -1.319  -0.362
C -0.053 2.354 -2.660  -0.831
S -0.634 1.724 1.271  0.994
O 0.242 2.767 1.723  -0.696
O -1.928 1.594 1.900  -0.709
N 0.196 0.344 1.264  -0.163
C -0.470 -0.873 1.233  0.199
C -1.797 -1.092 0.893  -0.245
C -2.352 -2.381 0.890  -0.990
C -1.618 -3.486 1.218  -0.893
C -0.258 -3.321 1.550  1.301
C 0.582 -4.400 1.897  -0.525
C 1.892 -4.179 2.198  -0.789
C 2.387 -2.865 2.141  -0.200
N 1.632 -1.840 1.823  -0.174
C 0.314 -2.029 1.540  0.169
H -2.606 2.940 -4.861  0.336
H -1.132 2.045 -5.242  0.318
H -1.050 3.772 -4.916  0.319
H -3.417 2.657 -2.657  0.271
H -3.046 2.193 -0.239  0.495
H 1.157 1.942 -0.928  0.149
H 0.796 2.400 -3.333  0.377
H -2.427 -0.253 0.652  0.370
H -3.396 -2.491 0.622  0.360
H -2.053 -4.478 1.222  0.347
H 0.166 -5.401 1.917  0.395
H 2.559 -4.986 2.466  0.367
H 3.427 -2.652 2.349  0.347
S 6.269 2.188 1.060  -0.348
C 4.817 1.459 1.305  0.174
S 4.548 -0.208 1.728  -0.341
S 3.244 2.162 1.172  -0.294

=====

A structure of composition C17H14AlBr2NO2SSbSe4, computed with ωB97M-V with the def2-TZVPD basis set.

Results
- total charge = -1
- 2S+1 = 1
- gap between HOMO and LUMO (eV) = 5.80

Last column: Mulliken charge in e.
Atoms and positions in Å:
Al 0.103 1.124 0.512  0.865
Br 1.352 5.671 1.736  -0.143
C 2.487 4.366 0.981  -0.264
C 3.817 4.705 0.683  -0.394
C 4.677 3.785 0.152  0.022
Br 6.479 4.291 -0.186  -0.260
C 4.253 2.469 -0.137  0.479
C 5.032 1.437 -0.693  -0.618
C 4.456 0.218 -0.939  -1.059
C 3.101 0.021 -0.632  0.001
N 2.353 0.954 -0.097  0.062
C 2.904 2.159 0.153  0.513
C 2.002 3.095 0.743  0.422
O 0.797 2.684 1.013  -0.473
H 4.158 5.712 0.878  0.403
H 6.073 1.615 -0.925  0.338
H 5.026 -0.592 -1.371  0.406
H 2.618 -0.924 -0.851  0.371
Se -2.412 4.480 -1.268  -0.625
Sb -2.639 2.143 -0.768  0.562
Se -0.494 0.904 -1.779  -0.543
Se -4.641 0.940 -1.384  -0.652
Se -1.976 1.481 1.636  -0.611
C -5.728 -3.106 -0.168  -1.432
C -4.258 -2.808 -0.118  1.098
C -3.641 -2.448 1.075  -0.870
C -2.304 -2.091 1.109  -0.388
C -1.592 -2.088 -0.076  0.269
C -2.188 -2.421 -1.282  -0.315
C -3.516 -2.798 -1.296  -0.773
S 0.135 -1.687 -0.116  0.504
C 0.707 -3.190 0.734  -1.166
O 0.402 -0.657 1.002  -0.288
H -6.137 -3.260 0.830  0.365
H -5.929 -3.994 -0.768  0.372
H -6.241 -2.255 -0.624  0.273
H -4.225 -2.401 1.987  0.287
H -1.835 -1.775 2.031  0.460
H -1.619 -2.329 -2.200  0.348
H -4.003 -3.015 -2.238  0.315
H 0.218 -3.259 1.704  0.332
H 1.788 -3.120 0.850  0.384
H 0.441 -4.038 0.105  0.423

=====

| no. | energy (eV) |
| --- | --- |
| 1 | -112013.259 |
| 2 | -129637.997 |
| 3 | -63314.586 |
| 4 | -48866.068 |
| 5 | -71740.258 |
| 6 | -448889.779 |